{
  "formula": "C7H8OS",
  "method": "ωB97M-V/def2-TZVPD",
  "symbols": ["C", "C", "C", "C", "C", "C", "C", "O", "S", "H", "H", "H", "H", "H", "H", "H", "H"],
  "coordinates": [[1.4724, 0.7181, 1.1262], [-0.0239, 0.4651, 1.1787], [2.2605, 0.4480, 0.1593], [-0.7623, -0.5701, 0.4117], [-0.5614, 1.0059, -1.3735], [-1.5162, 0.3284, -0.5676], [0.0269, -1.5620, -0.4081], [2.9783, 0.1710, -0.6948], [-1.0396, 1.8702, 0.1606], [1.6407, 1.4113, 1.9027], [-0.3054, 0.6686, 2.1765], [-1.5063, -1.1798, 0.9471], [-0.8903, 1.5403, -2.3439], [-2.5635, -0.0450, -0.7486], [0.6507, -2.1309, 0.1632], [0.6730, -0.8112, -1.0920], [-0.5335, -2.3278, -0.9973]],
  "atomic_forces_ev_per_a": [[-3.770, -0.063, 1.713], [1.450, 1.666, -0.782], [1.073, -0.313, -1.732], [-1.471, -2.396, -0.863], [0.059, 1.589, -2.399], [-1.747, -2.234, -0.381], [0.683, 2.421, -2.849], [0.626, -0.115, -0.272], [0.434, 0.701, 0.648], [1.360, 0.582, 0.509], [-0.620, -0.331, 1.028], [0.276, 0.678, 0.719], [0.243, -0.606, 1.866], [0.888, 1.075, -0.162], [2.022, -1.420, 1.786], [-1.414, -2.349, 0.954], [-0.092, 1.114, 0.216]],
  "gap_ev": 7.87,
  "lumo_energy_ev": 0.46,
  "fmax_ev_per_a": 4.1,
  "multiplicity": 1
}